C43H79ClN4O10P | ωB97M-V with the def2-TZVPD basis set

The value obtained for the LUMO energy is -0.11718 Ha. Its orbital gap is 7.38 eV. The total energy is -3458.63735 a.u. As for the total charge: +1.

Atoms and positions in Å:
C -5.0046 0.1867 -0.8942
C -4.4361 -0.5169 -2.1254
O -3.1153 -0.0220 -2.4598
P -1.8708 -0.9452 -2.0747
O -1.5354 -1.9406 -3.1027
C -0.5682 0.2792 -1.7947
C 0.4572 0.2854 -2.9503
C 1.9113 0.0824 -2.4737
C 2.9956 0.9605 -3.1243
C 3.6688 0.2812 -4.3266
C 2.6664 -0.1995 -5.3953
C 2.9530 -1.6369 -5.8824
C 2.0593 -2.6794 -5.1910
N 2.6715 -3.2274 -3.9685
C 3.0847 -4.6307 -4.0802
C 4.0315 -4.9583 -2.9547
C 3.5956 -4.8253 -1.6360
C 4.4419 -5.0810 -0.5690
C 5.7506 -5.4747 -0.8165
C 6.1985 -5.6255 -2.1182
C 5.3407 -5.3731 -3.1826
O 5.8053 -5.4859 -4.4802
C 4.7189 1.2296 -4.8896
C 5.5173 0.7629 -6.0938
C 6.6739 -0.2290 -5.8255
C 6.8108 -0.8039 -4.4217
Cl 6.5731 -1.5925 -6.9814
N 3.9099 2.4360 -5.3033
C 3.2296 3.0623 -4.3227
N 3.2513 4.4482 -4.2870
N 2.5086 2.3486 -3.4668
C 1.9094 3.0742 -2.3282
C 2.8997 3.4747 -1.2276
C 3.1387 2.4462 -0.1476
O 4.2271 2.1112 0.2316
O 1.9865 1.9568 0.3692
O -2.1933 -1.6589 -0.6923
C -2.1728 -0.9199 0.5534
C -3.0978 -1.5850 1.5613
H -5.9425 0.6846 -1.1299
H -5.1437 -0.4993 -0.0632
H -4.3102 0.9675 -0.5790
H -4.3991 -1.5961 -1.9851
H -5.0789 -0.3422 -2.9854
H -1.0602 1.2527 -1.7267
H -0.0903 0.1344 -0.8258
H 0.1947 -0.5278 -3.6253
H 0.3338 1.2020 -3.5281
H 2.1962 -0.9552 -2.6603
H 1.9552 0.2177 -1.3955
H 3.7821 1.1111 -2.3769
H 4.1578 -0.5990 -3.9092
H 1.6460 -0.1362 -5.0333
H 2.7202 0.4645 -6.2617
H 3.9977 -1.8829 -5.6787
H 2.8015 -1.6890 -6.9606
H 1.1195 -2.1989 -4.9038
H 1.7878 -3.4846 -5.8748
H 3.5269 -2.7163 -3.7819
H 2.2087 -5.2782 -3.9958
H 3.5629 -4.8462 -5.0403
H 2.5697 -4.5198 -1.4704
H 4.0687 -4.9592 0.4383
H 6.4250 -5.6635 0.0075
H 7.2162 -5.9275 -2.3297
H 5.9404 -6.4157 -4.6878
H 5.3828 1.5788 -4.0952
H 4.8469 0.3806 -6.8622
H 5.9729 1.6580 -6.5300
H 7.6053 0.2744 -6.0713
H 7.7795 -1.2973 -4.3486
H 6.0699 -1.5793 -4.2283
H 6.7828 -0.0364 -3.6481
H 4.4655 3.1278 -5.7939
H 3.9895 4.9195 -3.7962
H 2.5879 5.0193 -4.7791
H 1.1091 2.4831 -1.8944
H 1.4426 3.9697 -2.7260
H 2.4643 4.3373 -0.7164
H 3.8685 3.7902 -1.6102
H 2.1825 1.6271 1.2595
H -1.1502 -0.9555 0.9308
H -2.4568 0.1195 0.3861
H -2.5081 -2.2797 2.1568
H -3.9372 -2.0759 1.0775
H -3.4778 -0.8334 2.2540
C -8.7952 -0.8681 2.5194
C -8.8851 -2.3641 2.2231
C -7.7972 -2.5358 1.1728
O -6.7914 -1.5605 1.4708
C -7.2949 -0.6300 2.4355
H -9.2102 -0.5849 3.4849
H -9.3137 -0.2992 1.7449
H -8.6411 -2.9392 3.1187
H -9.8632 -2.6848 1.8693
H -8.1831 -2.3448 0.1658
H -7.3434 -3.5272 1.1862
H -6.8079 -0.8227 3.3977
H -7.0397 0.3822 2.1170
C -2.8860 -0.6234 7.1767
C -3.2675 -1.8992 6.4253
C -3.7104 -1.3348 5.0840
O -2.9418 -0.1535 4.8575
C -2.2657 0.2169 6.0677
H -2.2023 -0.7892 8.0073
H -3.7822 -0.1344 7.5637
H -2.3891 -2.5358 6.2977
H -4.0442 -2.4853 6.9131
H -4.7721 -1.0625 5.1025
H -3.5481 -2.0272 4.2588
H -1.1986 0.0032 5.9535
H -2.3821 1.2886 6.2314
C -4.0817 5.0176 4.4099
C -3.9673 3.9088 3.3649
C -4.5224 2.7116 4.1268
O -5.4976 3.2331 5.0326
C -5.3929 4.6552 5.0967
H -4.0923 6.0216 3.9882
H -3.2528 4.9529 5.1185
H -4.5986 4.1396 2.5034
H -2.9509 3.7428 3.0080
H -3.7428 2.2065 4.6990
H -4.9976 1.9738 3.4779
H -6.2475 5.0978 4.5735
H -5.4292 4.9670 6.1407
C 2.8272 2.4616 6.7030
C 2.2353 3.1427 5.4704
C 0.8674 2.4755 5.3790
O 0.4828 2.1667 6.7147
C 1.5999 2.3252 7.5946
H 3.6287 3.0265 7.1752
H 3.2150 1.4757 6.4379
H 2.1225 4.2136 5.6502
H 2.8327 3.0106 4.5682
H 0.9177 1.5426 4.8022
H 0.1066 3.1165 4.9295
H 1.4460 3.2250 8.1983
H 1.6495 1.4656 8.2626

Atomic partial charges in e from the Mulliken method, atoms 1 to 99: number 1, C, carries -0.619; number 2, C, carries -0.561; number 3, O, carries -0.416; number 4, P, carries 1.091; number 5, O, carries -0.807; number 6, C, carries -1.256; number 7, C, carries -0.554; number 8, C, carries -1.524; number 9, C, carries -0.464; number 10, C, carries 0.913; number 11, C, carries -1.506; number 12, C, carries -0.454; number 13, C, carries -1.272; number 14, N, carries 0.112; number 15, C, carries -0.820; number 16, C, carries 0.062; number 17, C, carries -0.469; number 18, C, carries -0.679; number 19, C, carries -0.377; number 20, C, carries -0.508; number 21, C, carries 0.359; number 22, O, carries -0.534; number 23, C, carries -0.223; number 24, C, carries -1.618; number 25, C, carries 0.472; number 26, C, carries -1.289; number 27, Cl, carries -0.166; number 28, N, carries -0.050; number 29, C, carries -0.132; number 30, N, carries -0.447; number 31, N, carries 0.264; number 32, C, carries -0.662; number 33, C, carries -0.541; number 34, C, carries 0.411; number 35, O, carries -0.589; number 36, O, carries -0.304; number 37, O, carries -0.416; number 38, C, carries -0.168; number 39, C, carries -1.075; number 40, H, carries 0.410; number 41, H, carries -0.111; number 42, H, carries 0.290; number 43, H, carries 0.412; number 44, H, carries 0.476; number 45, H, carries 0.532; number 46, H, carries 0.491; number 47, H, carries 0.271; number 48, H, carries 0.592; number 49, H, carries 0.012; number 50, H, carries 0.997; number 51, H, carries 0.490; number 52, H, carries 0.280; number 53, H, carries 0.579; number 54, H, carries 0.723; number 55, H, carries 0.332; number 56, H, carries 0.276; number 57, H, carries 0.161; number 58, H, carries 0.523; number 59, H, carries 0.038; number 60, H, carries 0.431; number 61, H, carries 0.501; number 62, H, carries 0.519; number 63, H, carries 0.406; number 64, H, carries 0.387; number 65, H, carries 0.454; number 66, H, carries 0.338; number 67, H, carries 0.484; number 68, H, carries 0.449; number 69, H, carries 0.419; number 70, H, carries 0.504; number 71, H, carries 0.499; number 72, H, carries 0.138; number 73, H, carries 0.324; number 74, H, carries 0.525; number 75, H, carries 0.204; number 76, H, carries 0.218; number 77, H, carries 0.041; number 78, H, carries 0.618; number 79, H, carries 0.479; number 80, H, carries 0.301; number 81, H, carries 0.300; number 82, H, carries 0.344; number 83, H, carries 0.289; number 84, H, carries 0.506; number 85, H, carries 0.240; number 86, H, carries 0.101; number 87, C, carries -0.643; number 88, C, carries -0.616; number 89, C, carries -0.502; number 90, O, carries -0.314; number 91, C, carries 0.171; number 92, H, carries 0.382; number 93, H, carries 0.277; number 94, H, carries 0.261; number 95, H, carries 0.352; number 96, H, carries 0.303; number 97, H, carries 0.283; number 98, H, carries -0.102; number 99, H, carries 0.156